1.
Formula: C6H13NO
Source: the Open Molecules 2025 dataset
Level of theory: ωB97M-V/def2-TZVPD

Structure (XYZ):
```
21
Properties=species:S:1:pos:R:3:nbo_charge:R:1
C 3.2601 -0.8870 -0.8023 -0.2152
O 1.9335 -0.5116 -0.8211 -0.9934
C 0.9077 0.7274 1.8067 -0.7066
C 0.5851 1.4873 0.5956 -0.3365
C -0.3087 1.0479 -0.5229 -0.4908
N -3.2974 -1.2701 0.1718 -0.8613
C -2.5401 -0.1634 -0.2719 -0.0546
C -1.2102 -0.1051 -0.2500 -0.2139
H 3.5746 -1.1997 0.2057 0.1022
H 3.4439 -1.6052 -1.5921 0.1109
H 3.8664 0.0079 -1.0612 0.0899
H 1.4116 1.3127 2.5709 0.1865
H 0.2732 -0.0719 2.1693 0.1979
H 0.9918 2.4783 0.4365 0.1847
H 1.5693 0.5396 0.7077 0.4344
H -0.9313 1.8982 -0.8195 0.1788
H 0.3829 0.7009 -1.3000 0.2872
H -2.8038 -2.0735 0.5132 0.3731
H -4.1738 -1.0345 0.5948 0.3634
H -3.1405 0.6140 -0.7366 0.1655
H -0.7441 -1.0492 -0.0203 0.1980
```

Output
- HOMO energy (spin up / spin down): -1.17 / -2.59 eV
- Multiplicity: 2
- Total charge: -1
- Lowest unoccupied orbital energy (spin up / spin down): 3.767 / 3.757 eV

***

2.
Formula: BrH2PS2
Source: the Open Molecules 2025 dataset
Level of theory: ωB97M-V/def2-TZVPD

Structure (XYZ):
```
6
Properties=species:S:1:pos:R:3:nbo_charge:R:1
S -0.6701 -0.9064 -0.5924 -0.3367
P -1.7905 0.6827 -0.7152 0.6356
Br -3.9281 0.3060 0.2912 -0.3029
S 1.8566 0.2640 0.7198 -0.2240
H 2.8920 0.5230 0.2441 0.0901
H 1.6401 -0.8693 0.0525 0.1378
```

Output
- HOMO energy: -9.38 eV
- Multiplicity: 1
- Lowest unoccupied orbital energy: -2.050 eV

***

3.
Formula: C23H27N3O2
Source: the Open Molecules 2025 dataset
Level of theory: ωB97M-V/def2-TZVPD

Structure (XYZ):
```
55
Properties=species:S:1:pos:R:3:nbo_charge:R:1
C -3.6816 -3.2823 2.4128 -0.6209
C -4.3341 -2.0660 1.7772 -0.0613
O -4.0387 -2.0768 0.3873 -0.5400
C -4.5032 -0.9637 -0.2977 0.2485
C -5.5792 -1.1466 -1.1493 -0.2214
C -6.1231 -0.0873 -1.8536 -0.2382
C -5.5867 1.1743 -1.6805 -0.2201
C -4.4972 1.3655 -0.8513 -0.2114
C -3.9073 0.3074 -0.1555 0.1051
N -2.8260 0.4804 0.7071 -0.4426
C -1.6862 -0.4050 0.5838 -0.2345
C -0.6637 0.1291 -0.4365 -0.2277
N -0.2538 1.4637 -0.0699 -0.4291
C 0.9649 1.8244 0.4063 0.6511
O 1.1299 2.8657 1.0335 -0.6427
C 2.1253 0.9672 0.1145 0.0406
C 2.4724 0.1443 -0.9314 -0.2622
C 3.8076 -0.2776 -0.7074 -0.1400
C 4.6887 -1.1142 -1.4128 0.0433
C 4.2573 -1.7673 -2.6889 -0.6320
C 5.9435 -1.2995 -0.8805 -0.2495
C 6.3648 -0.6938 0.3169 0.0030
C 7.7559 -0.9570 0.8104 -0.6238
C 5.5073 0.1281 1.0162 -0.2711
C 4.2328 0.3337 0.4967 0.2310
N 3.1988 1.0781 0.9642 -0.5115
C -1.3672 2.3781 0.0877 -0.2464
C -2.3870 1.8072 1.0816 -0.2232
H -4.0398 -4.1880 1.9311 0.2129
H -3.9247 -3.3200 3.4709 0.2138
H -2.6022 -3.2328 2.2962 0.2079
H -3.9592 -1.1423 2.2364 0.1823
H -5.4248 -2.1011 1.9156 0.1700
H -5.9906 -2.1410 -1.2365 0.2221
H -6.9632 -0.2450 -2.5118 0.2145
H -6.0066 2.0206 -2.2038 0.2124
H -4.0972 2.3626 -0.7577 0.2010
H -2.0155 -1.3961 0.2771 0.2413
H -1.2024 -0.4752 1.5652 0.1927
H 0.1978 -0.5346 -0.4525 0.2307
H -1.1247 0.1557 -1.4316 0.1948
H 1.8737 -0.0986 -1.7867 0.2246
H 3.9715 -1.0126 -3.4208 0.2185
H 5.0585 -2.3722 -3.1054 0.2168
H 3.3917 -2.4055 -2.5137 0.2173
H 6.6462 -1.9371 -1.3991 0.2024
H 7.9093 -2.0247 0.9628 0.2170
H 7.9410 -0.4417 1.7494 0.2122
H 8.4880 -0.6180 0.0781 0.2176
H 5.8128 0.6043 1.9361 0.2074
H 3.1990 1.6980 1.7580 0.4309
H -0.9706 3.3280 0.4494 0.2520
H -1.8312 2.5210 -0.8943 0.1934
H -3.2451 2.4711 1.1843 0.2149
H -1.9034 1.7221 2.0618 0.2056
```

Output
- HOMO energy: -7.70 eV
- Multiplicity: 1
- Lowest unoccupied orbital energy: 0.713 eV

***

4.
Formula: C36H55N11O4PTeY
Source: the Open Molecules 2025 dataset
Level of theory: ωB97M-V/def2-TZVPD

Structure (XYZ):
```
109
Properties=species:S:1:pos:R:3:mulliken_charge:R:1
Y -0.5809 0.0808 0.1729 -1.6135
C 3.0093 0.4005 3.0416 -1.8361
C 1.9464 0.0031 2.0639 -0.5004
N 0.8652 0.6631 1.8931 1.6164
C 0.4052 1.7567 2.7396 -1.0401
C -0.4618 2.7546 1.9527 -0.9970
N -1.4783 2.1451 1.0534 -0.1774
C -2.7981 1.7785 1.6222 0.0434
C -3.6571 0.9912 0.6130 -0.8712
N -2.9749 -0.2379 0.1631 -0.0894
C -3.3681 -0.8272 -1.1311 -0.9075
C -2.4593 -2.0143 -1.5356 -1.4949
N -1.0501 -1.8168 -1.1636 1.5923
C -0.1694 -2.7390 -1.2372 -0.0798
C -0.3835 -4.0744 -1.8729 -2.1299
C 1.1367 -2.5065 -0.5090 0.7416
C 2.1531 -3.4428 -0.4429 -0.5631
C 3.2199 -3.1972 0.4189 -1.6366
C 3.2138 -2.0854 1.2399 -0.8532
C 2.1536 -1.1867 1.1392 0.7757
N 1.2042 -1.3898 0.2279 2.3396
H 2.5680 0.5856 4.0190 0.5153
H 3.4893 1.3214 2.6973 0.2721
H 3.7739 -0.3579 3.1673 0.4079
H 1.2213 2.3182 3.1998 0.7059
H -0.1725 1.2979 3.5504 0.2259
H 0.1951 3.3336 1.3025 0.2325
H -0.9202 3.4493 2.6621 0.5389
H -1.6187 2.7905 0.2842 0.0516
H -3.3570 2.6635 1.9414 0.6471
H -2.6226 1.1595 2.5040 -0.2596
H -3.8831 1.5988 -0.2636 0.2128
H -4.6122 0.7681 1.0964 0.5163
H -3.0347 -0.9459 0.8921 0.1268
H -3.3092 -0.0425 -1.8822 0.2161
H -4.3978 -1.1973 -1.1200 0.6034
H -2.5672 -2.1647 -2.6127 0.6183
H -2.8130 -2.9225 -1.0412 0.5579
H -1.2925 -4.0976 -2.4664 0.4990
H -0.4510 -4.8450 -1.1003 0.3026
H 0.4555 -4.3315 -2.5197 0.5328
H 2.1231 -4.3526 -1.0241 0.5835
H 4.0305 -3.9102 0.4856 0.5045
H 3.9988 -1.9501 1.9676 0.4800
C -2.8879 3.0265 -2.4078 -1.7956
C -1.9279 2.0137 -2.9307 0.7225
N -1.1902 1.1705 -2.2261 1.2696
C -0.4394 0.4682 -3.1559 -0.2776
C -0.7579 0.8619 -4.4097 -1.4329
N -1.6943 1.8588 -4.2574 0.3420
C -2.3852 2.4933 -5.3792 -1.4923
N -3.2288 1.5605 -6.0551 0.6876
N -2.6472 0.6779 -6.9181 -0.5101
N -3.4689 -0.2484 -7.1956 -0.5482
C -4.6534 -0.0072 -6.5216 0.2290
C -5.8556 -0.7186 -6.5216 -0.6943
C -6.8691 -0.2327 -5.7288 -0.5584
C -6.7048 0.9393 -4.9620 -0.7613
C -5.5271 1.6547 -4.9607 -0.6428
C -4.4993 1.1476 -5.7594 1.3463
H -2.8101 3.0958 -1.3282 0.1952
H -3.9203 2.7672 -2.6503 0.1954
H -2.6826 4.0164 -2.8165 0.5983
H 0.2928 -0.2655 -2.8661 0.2503
H -0.4239 0.5419 -5.3816 0.6550
H -1.6458 2.8585 -6.0882 0.2421
H -2.9764 3.3278 -5.0121 0.5772
H -5.9738 -1.6055 -7.1283 0.4649
H -7.8205 -0.7455 -5.7005 0.4168
H -7.5384 1.2965 -4.3718 0.4270
H -5.4332 2.5765 -4.4014 0.4495
O 1.1543 1.4984 -0.7916 -0.0648
C 1.9759 2.0368 -1.5349 -0.5060
C 2.3915 3.4627 -1.3643 -1.0241
C 3.6475 3.3879 -0.4569 -0.2392
C 4.7531 2.4031 -0.8847 -1.2532
C 4.4132 0.9074 -0.7282 0.3843
C 3.6030 0.3086 -1.8888 -0.3908
N 2.7041 1.3352 -2.4528 0.1011
H 1.6103 4.0577 -0.8947 0.2797
H 2.6527 3.9107 -2.3249 0.5383
H 3.3195 3.1238 0.5539 -0.0104
H 4.0706 4.3905 -0.3974 0.5543
H 5.6180 2.6152 -0.2553 0.4689
H 5.0820 2.6194 -1.9068 0.3252
H 3.8515 0.7879 0.2012 -0.3998
H 5.3317 0.3307 -0.6079 0.5660
H 3.0257 -0.5584 -1.5719 -0.3522
H 4.2547 -0.0100 -2.7002 0.5962
H 3.2280 1.9573 -3.0525 0.5182
C -2.8810 0.7465 5.4871 -1.1986
C -2.2832 -0.6029 5.1759 -0.4176
O -1.9521 -0.6329 3.7628 -0.1856
P -1.1814 -1.8989 3.1445 -0.2947
O -1.1177 -1.5711 1.6576 0.9404
Te 0.8443 -2.3829 4.2231 -0.1811
O -2.2790 -3.0319 3.3597 -0.4717
C -1.9673 -4.4429 3.3162 -0.5937
C -1.5623 -4.8859 1.9270 -0.4613
H -3.1350 0.7986 6.5453 0.4581
H -3.7928 0.9159 4.9129 0.2935
H -2.1716 1.5486 5.2739 0.2404
H -2.9863 -1.4106 5.3785 0.3500
H -1.3698 -0.7809 5.7466 0.3612
H -2.8797 -4.9358 3.6429 0.3317
H -1.1777 -4.6459 4.0409 0.3311
H -2.3389 -4.6363 1.2009 0.1787
H -1.4145 -5.9663 1.9185 0.5118
H -0.6251 -4.4083 1.6309 -0.0501
```

Output
- HOMO energy: -11.66 eV
- Multiplicity: 1
- Total charge: +2
- Lowest unoccupied orbital energy: -5.510 eV

***

Let's list relative energy (zero: lowest compared OMol25 entry of this formula, charge and spin) in order: 94.7, 32.7, 37.4, 14.9 kcal/mol.
Let's list total energy in order: -366.222447, -3712.916549, -1207.410899, -2955.644247 a.u..